# C9H20O

C9H20O in the gas phase in a non-equilibrium geometry (wB97M-V/def2-TZVPD, OMol25).

Geometry as ORCA input:
```
! wB97M-V def2-TZVPD RIJCOSX def2/J DEFGRID3
* xyz 0 1
C -2.22 -1.16 -0.14
C -1.80 0.28 0.10
C -2.26 1.20 -1.02
C -0.03 0.67 0.58
C 0.04 0.52 2.08
C 0.85 -0.17 -0.24
C 1.04 -1.61 0.19
C 0.71 -0.06 -1.75
C 2.44 0.76 0.13
O 3.56 -0.09 0.15
H -1.80 -1.55 -1.07
H -1.93 -1.81 0.68
H -3.30 -1.23 -0.25
H -2.28 0.61 1.03
H -1.88 0.88 -1.99
H -3.35 1.21 -1.08
H -1.95 2.22 -0.84
H 0.04 1.72 0.29
H 0.98 0.89 2.48
H -0.74 1.12 2.55
H -0.10 -0.51 2.41
H 1.10 -1.77 1.26
H 0.26 -2.26 -0.21
H 1.97 -2.00 -0.22
H -0.10 -0.69 -2.12
H 1.64 -0.39 -2.21
H 0.51 0.96 -2.05
H 2.47 1.42 1.01
H 2.59 1.42 -0.73
H 3.53 -0.59 0.97
*
```

Output
Kohn-Sham gap	9.08	eV
E_HOMO	-8.27	eV
LUMO level	0.804	eV
E_tot	-430.0814	a.u.

=====

# C9H20O2SSi

2 unconnected molecules or ions with the total composition C9H20O2SSi in a non-equilibrium geometry (wB97M-V/def2-TZVPD, OMol25).

Geometry as ORCA input:
```
! wB97M-V def2-TZVPD RIJCOSX def2/J DEFGRID3
* xyz 0 1
C -0.44 -0.28 1.42
C 0.05 -0.24 -0.07
C -1.82 -1.41 3.28
C -2.60 1.15 -1.37
C 2.62 -0.91 -1.48
C 2.77 1.47 0.62
C 1.18 1.69 -2.20
C -1.87 -0.49 1.90
C -1.88 -0.12 -1.72
O 1.79 -2.03 1.01
O -0.48 -2.83 0.36
Si 1.68 0.54 -0.77
S 0.38 -1.74 0.69
H 0.22 0.39 2.13
H -1.27 -0.85 4.03
H -1.35 -2.33 3.01
H -2.74 -1.51 3.68
H -2.86 1.51 -2.34
H -1.94 1.88 -0.93
H -3.54 0.94 -0.86
H 3.21 -1.50 -0.84
H 1.85 -1.47 -2.01
H 3.11 -0.59 -2.30
H 3.81 1.29 0.50
H 2.59 2.52 0.55
H 2.39 1.20 1.62
H 0.89 0.93 -2.99
H 0.24 2.30 -2.17
H 1.91 2.31 -2.51
H -2.21 0.44 2.33
H -2.53 -1.04 1.25
H -1.18 -0.20 -2.63
H -2.01 -1.03 -1.20
*
```

Output
Kohn-Sham gap (alpha / beta)	8.28 / 7.52	eV
E_HOMO (alpha / beta)	-8.51 / -8.40	eV
LUMO level (alpha / beta)	-0.231 / -0.878	eV
E_tot	-1192.8687	a.u.

=====

# C9H20OSi

2 unconnected molecules or ions with the total composition C9H20OSi in a non-equilibrium geometry (wB97M-V/def2-TZVPD, OMol25).

Geometry as ORCA input:
```
! wB97M-V def2-TZVPD RIJCOSX def2/J DEFGRID3
* xyz 0 1
C 2.31 -0.18 -0.38
C 1.45 0.63 0.22
C 4.13 -1.66 0.32
C -3.32 0.62 1.46
C -0.47 -2.27 -0.79
C -1.88 3.12 -0.98
C 3.74 -0.24 0.20
C -1.83 0.45 1.50
C -1.30 -1.16 -1.34
O -1.54 1.80 -1.28
Si -1.16 0.50 -0.37
H 2.15 -0.62 -1.36
H 1.61 1.13 1.17
H 4.10 -2.16 -0.59
H 3.28 -2.14 0.71
H 5.02 -1.76 0.92
H -3.71 0.49 2.47
H -3.66 1.64 1.16
H -4.03 0.08 0.88
H -1.01 -3.08 -0.31
H 0.09 -2.94 -1.51
H 0.20 -1.71 -0.09
H -1.10 3.85 -1.31
H -2.03 3.37 0.03
H -2.68 3.39 -1.66
H 3.65 0.26 1.22
H 4.44 0.37 -0.47
H -1.59 -0.51 1.98
H -1.36 1.24 2.23
H -2.35 -1.48 -1.56
H -1.15 -1.04 -2.46
*
```

Output
Kohn-Sham gap	8.49	eV
E_HOMO	-7.67	eV
LUMO level	0.821	eV
E_tot	-719.5223	a.u.

=====

# C9H21BNO4

2 unconnected molecules or ions with the total composition C9H21BNO4 in a non-equilibrium geometry (wB97M-V/def2-TZVPD, OMol25).

Geometry as ORCA input:
```
! wB97M-V def2-TZVPD RIJCOSX def2/J DEFGRID3
* xyz 1 1
C 3.07 2.18 0.73
O 1.71 2.00 0.27
B 1.11 2.98 -0.42
O 1.77 4.03 -0.99
C -0.49 2.83 -0.62
C -1.21 3.93 0.24
C -1.94 3.18 1.38
C -1.62 1.76 1.12
N -0.93 1.61 0.06
H 3.76 1.91 -0.06
H 3.24 3.20 1.06
H 3.21 1.50 1.57
H 1.65 4.90 -0.61
H -0.76 2.81 -1.67
H -1.88 4.52 -0.37
H -0.47 4.61 0.66
H -3.02 3.28 1.26
H -1.63 3.53 2.36
H -1.92 0.90 1.70
H -0.66 0.67 -0.23
C -0.70 -5.42 -0.69
O 0.42 -4.78 -0.10
C 1.09 -3.89 -0.96
C 0.76 -2.45 -0.63
O -0.61 -2.15 -0.89
C -1.42 -2.17 0.27
H -1.25 -5.92 0.10
H -1.36 -4.70 -1.18
H -0.38 -6.16 -1.43
H 0.86 -4.10 -2.01
H 2.17 -4.04 -0.81
H 1.36 -1.79 -1.26
H 1.00 -2.25 0.42
H -1.21 -1.28 0.89
H -1.26 -3.06 0.88
H -2.46 -2.14 -0.05
*
```

Output
Kohn-Sham gap	7.85	eV
E_HOMO	-11.74	eV
LUMO level	-3.890	eV
E_tot	-735.8910	a.u.

=====

# C9H21BrN3O3

4 unconnected molecules or ions with the total composition C9H21BrN3O3 in a non-equilibrium geometry (wB97M-V/def2-TZVPD, OMol25).

Geometry as ORCA input:
```
! wB97M-V def2-TZVPD RIJCOSX def2/J DEFGRID3
* xyz -1 1
Br -0.14 1.08 -0.70
C 1.48 1.97 2.91
C 2.27 0.66 2.64
O 2.80 0.16 3.60
N 2.35 0.12 1.41
C 2.86 -1.21 1.13
H 2.18 2.53 3.69
H 0.56 1.79 3.26
H 1.39 2.36 1.98
H 1.60 0.54 0.75
H 3.40 -1.73 1.96
H 3.81 -1.08 0.37
H 2.03 -1.85 0.67
C -1.02 -2.27 1.71
C -2.02 -1.30 2.47
O -2.85 -1.83 3.10
N -1.89 -0.01 2.13
C -2.78 0.99 2.75
H -1.06 -3.25 1.71
H -0.05 -2.06 2.00
H -0.79 -1.93 0.61
H -1.14 0.29 1.48
H -2.84 1.92 2.18
H -2.87 1.15 3.82
H -3.75 0.37 2.88
C 1.20 1.34 -4.36
C 0.17 0.38 -4.76
O 0.05 -0.02 -5.82
N -0.72 0.14 -3.76
C -1.82 -0.82 -3.98
H 0.91 2.18 -3.92
H 1.84 1.64 -5.29
H 1.86 0.75 -3.76
H -0.72 0.42 -2.87
H -1.65 -1.56 -4.85
H -2.94 -0.33 -4.19
H -1.75 -1.55 -2.93
*
```

Output
Kohn-Sham gap	8.90	eV
E_HOMO	-5.77	eV
LUMO level	3.129	eV
E_tot	-3319.5486	a.u.

=====

# C9H21F2LiN2O14PS2

A molecular structure, C9H21F2LiN2O14PS2 in a non-equilibrium geometry (wB97M-V/def2-TZVPD, OMol25).

Geometry as ORCA input:
```
! wB97M-V def2-TZVPD RIJCOSX def2/J DEFGRID3
* xyz -1 1
Li -14.12 15.37 11.93
N -14.97 15.18 10.25
S -15.17 15.79 8.82
O -16.51 16.23 8.55
O -14.44 15.19 7.78
F -14.41 17.16 9.06
S -15.39 13.60 9.95
O -14.22 12.81 9.77
O -16.54 13.28 9.21
F -15.78 13.28 11.46
N -12.04 17.54 12.60
O -11.93 17.20 13.79
O -12.75 16.84 11.81
O -11.50 18.57 12.17
C -13.57 11.07 12.38
O -12.26 11.60 12.20
C -12.10 12.91 12.11
O -12.97 13.72 12.36
O -10.91 13.16 11.61
C -10.53 14.56 11.58
H -13.99 10.91 11.39
H -14.21 11.75 12.94
H -13.44 10.08 12.80
H -9.79 14.60 10.77
H -10.11 14.86 12.53
H -11.35 15.24 11.37
C -18.51 13.03 15.36
C -17.17 13.66 15.03
O -17.33 15.07 14.82
P -16.97 15.71 13.42
O -15.53 15.83 13.16
O -17.74 14.84 12.35
C -19.13 15.00 12.09
C -19.33 14.80 10.60
O -17.69 17.09 13.53
C -17.25 18.28 12.87
C -18.03 18.47 11.58
H -19.14 13.14 14.48
H -18.40 11.96 15.53
H -18.93 13.59 16.19
H -16.48 13.60 15.88
H -16.62 13.15 14.23
H -19.70 14.26 12.67
H -19.54 15.98 12.36
H -20.39 14.75 10.34
H -18.76 15.51 10.01
H -18.94 13.82 10.31
H -17.43 19.12 13.54
H -16.18 18.24 12.65
H -17.59 19.30 11.02
H -17.81 17.65 10.88
H -19.09 18.55 11.75
*
```

Output
Kohn-Sham gap	7.87	eV
E_HOMO	-5.50	eV
LUMO level	2.366	eV
E_tot	-2863.5883	a.u.

=====

# C9H21FIO4

3 unconnected molecules or ions with the total composition C9H21FIO4 (wB97M-V/def2-TZVPD, OMol25).

Geometry as ORCA input:
```
! wB97M-V def2-TZVPD RIJCOSX def2/J DEFGRID3
* xyz -1 1
F 1.80 0.51 1.35
C 1.16 -0.41 0.46
I 2.22 -2.46 0.96
H 0.27 -0.68 1.05
C -1.11 1.36 3.48
O -1.87 0.46 2.70
C -2.67 -0.44 3.43
C -4.14 -0.07 3.35
O -4.43 1.17 3.96
C -4.47 2.25 3.06
H -0.65 2.06 2.79
H -1.74 1.90 4.21
H -0.31 0.84 4.02
H -2.36 -0.47 4.48
H -2.53 -1.43 3.00
H -4.72 -0.84 3.86
H -4.44 -0.06 2.30
H -5.35 2.19 2.41
H -3.58 2.29 2.43
H -4.54 3.16 3.65
C 3.45 -2.40 -4.30
O 3.08 -1.98 -3.02
C 3.72 -0.80 -2.56
C 2.81 0.40 -2.66
O 2.42 0.69 -4.00
C 1.13 0.20 -4.31
H 2.77 -3.20 -4.59
H 3.39 -1.59 -5.04
H 4.48 -2.80 -4.32
H 4.64 -0.65 -3.14
H 3.97 -0.93 -1.51
H 3.33 1.27 -2.26
H 1.93 0.21 -2.02
H 0.35 0.78 -3.79
H 1.01 -0.85 -4.03
H 0.99 0.32 -5.39
*
```

Output
Kohn-Sham gap	5.99	eV
E_HOMO	-3.10	eV
LUMO level	2.892	eV
E_tot	-1053.9177	a.u.

=====

# C9H21N2O

A gas-phase ion, C9H21N2O (charge +1) in a non-equilibrium geometry (wB97M-V/def2-TZVPD, OMol25).

Geometry as ORCA input:
```
! wB97M-V def2-TZVPD RIJCOSX def2/J DEFGRID3
* xyz 1 1
C 1.60 1.64 1.64
C 1.95 0.28 0.99
N 0.91 -0.10 0.00
C 1.14 0.54 -1.30
C 2.35 0.11 -2.09
C 0.82 -1.57 -0.18
C 0.50 -2.24 1.14
O -0.32 0.41 0.43
N -1.43 -0.20 -0.33
C -2.58 0.28 -0.23
C -3.63 -0.60 -0.83
C -2.94 1.54 0.54
H 1.40 2.44 0.92
H 0.81 1.78 2.29
H 2.50 1.74 2.25
H 1.87 -0.49 1.82
H 2.95 0.33 0.55
H 0.23 0.47 -1.93
H 1.25 1.59 -1.15
H 2.01 -0.70 -2.76
H 2.88 0.89 -2.43
H 3.05 -0.46 -1.50
H 0.04 -1.69 -1.01
H 1.85 -1.85 -0.67
H 1.40 -2.69 1.63
H 0.06 -1.50 1.82
H -0.23 -2.99 1.12
H -4.66 -0.19 -0.83
H -3.28 -0.80 -1.82
H -3.58 -1.47 -0.25
H -2.85 1.49 1.60
H -3.95 1.74 0.37
H -2.12 2.28 0.21
*
```

Output
Kohn-Sham gap	11.74	eV
E_HOMO	-13.95	eV
LUMO level	-2.205	eV
E_tot	-539.8655	a.u.

=====

# C9H21N2O2

2 unconnected molecules or ions with the total composition C9H21N2O2 in a non-equilibrium geometry (wB97M-V/def2-TZVPD, OMol25).

Geometry as ORCA input:
```
! wB97M-V def2-TZVPD RIJCOSX def2/J DEFGRID3
* xyz 1 1
C 3.27 0.00 0.63
C -0.03 0.59 1.69
C 1.05 -1.72 -0.64
C -2.09 -1.20 0.71
C -3.02 1.13 -0.23
C 2.41 0.42 -0.48
C -0.62 0.85 0.29
C 1.34 -0.28 -0.90
C -1.87 0.12 -0.12
N -0.29 1.82 -0.49
N 0.78 0.13 -2.25
O 0.78 2.60 -0.25
O -1.67 -0.32 -1.51
H 3.45 0.79 1.50
H 2.82 -1.00 1.14
H 4.21 -0.13 0.35
H -0.20 1.51 2.22
H 0.98 0.39 1.55
H -0.53 -0.08 2.29
H 0.25 -2.04 -1.16
H 1.82 -2.43 -0.71
H 0.82 -1.76 0.38
H -2.74 -1.19 1.63
H -2.65 -2.06 0.24
H -1.18 -1.75 0.91
H -2.72 2.05 -0.73
H -3.29 1.44 0.70
H -3.96 0.64 -0.70
H 2.80 1.29 -0.82
H 0.83 2.42 0.69
H 1.21 1.03 -2.42
H -0.36 -0.02 -2.22
H 0.92 -0.42 -3.08
H -2.53 -0.09 -1.78
*
```

Output
Kohn-Sham gap	10.18	eV
E_HOMO	-12.89	eV
LUMO level	-2.710	eV
E_tot	-615.0863	a.u.

=====

# C9H21N2O2P

A molecular structure, C9H21N2O2P in a non-equilibrium geometry (wB97M-V/def2-TZVPD, OMol25).

Geometry as ORCA input:
```
! wB97M-V def2-TZVPD RIJCOSX def2/J DEFGRID3
* xyz 0 3
C 1.92 2.88 1.68
C -2.49 0.56 0.99
C -2.60 -1.88 0.40
C 0.24 -1.43 -2.44
C 1.21 -2.97 -0.67
C 0.83 1.86 -1.09
C 1.85 1.45 1.08
C -1.89 -0.54 0.14
C 0.91 -1.55 -1.09
N 0.74 3.37 2.12
N 0.72 1.39 0.28
O 2.96 3.52 1.87
O 0.29 -1.33 1.67
P -0.06 -0.70 0.35
H -2.21 0.31 1.99
H -2.16 1.55 0.88
H -3.62 0.43 0.83
H -2.60 -2.16 1.43
H -2.15 -2.71 -0.04
H -3.65 -1.76 0.01
H 1.08 -1.59 -3.21
H -0.73 -2.01 -2.71
H 0.08 -0.38 -2.67
H 1.72 -3.13 0.29
H 2.16 -3.44 -1.20
H 0.35 -3.53 -0.76
H 0.81 2.94 -1.08
H 1.54 1.49 -1.83
H -0.22 1.52 -1.45
H 1.70 0.82 2.01
H 2.73 1.26 0.52
H -2.08 -0.42 -1.01
H 1.97 -1.05 -1.20
H -0.04 2.80 1.83
H 0.70 4.41 2.08
*
```

Output
Kohn-Sham gap (alpha / beta)	5.68 / 7.18	eV
E_HOMO (alpha / beta)	-5.10 / -9.40	eV
LUMO level (alpha / beta)	0.583 / -2.219	eV
E_tot	-956.6840	a.u.

=====

# C9H21N3O3

3 unconnected molecules or ions with the total composition C9H21N3O3 in a non-equilibrium geometry (wB97M-V/def2-TZVPD, OMol25).

Geometry as ORCA input:
```
! wB97M-V def2-TZVPD RIJCOSX def2/J DEFGRID3
* xyz 0 1
C -21.28 9.71 -18.94
N -21.46 10.58 -20.11
C -21.79 12.02 -19.93
C -21.48 9.95 -21.28
O -21.97 10.48 -22.27
H -22.04 9.85 -18.16
H -20.32 9.78 -18.43
H -21.54 8.67 -19.16
H -20.94 12.53 -19.48
H -22.01 12.52 -20.87
H -22.70 12.06 -19.33
H -21.20 8.88 -21.32
C -20.04 3.97 -20.97
N -21.58 4.19 -20.96
C -22.49 3.04 -20.84
C -22.09 5.28 -21.42
O -21.44 6.08 -22.03
H -19.75 3.02 -21.40
H -19.78 3.71 -19.94
H -19.43 4.83 -21.25
H -23.39 3.44 -20.39
H -22.95 2.58 -21.72
H -22.06 2.36 -20.10
H -23.19 5.40 -21.47
C -17.33 15.88 -17.24
N -18.56 16.20 -17.88
C -19.27 15.23 -18.79
C -19.17 17.33 -17.50
O -20.22 17.65 -18.12
H -16.72 15.86 -18.14
H -17.35 14.86 -16.85
H -16.98 16.63 -16.52
H -19.67 15.79 -19.63
H -18.60 14.63 -19.40
H -19.99 14.70 -18.16
H -18.68 17.82 -16.64
*
```

Output
Kohn-Sham gap	9.66	eV
E_HOMO	-9.06	eV
LUMO level	0.598	eV
E_tot	-745.4254	a.u.

=====

# C9H21N6O

A gas-phase ion, C9H21N6O (charge +1) in a non-equilibrium geometry (wB97M-V/def2-TZVPD, OMol25).

Geometry as ORCA input:
```
! wB97M-V def2-TZVPD RIJCOSX def2/J DEFGRID3
* xyz 1 1
C -2.17 -2.47 -2.12
C -0.66 -2.57 -2.64
C -0.06 -1.14 -3.07
C 0.59 -0.53 -1.75
N 0.96 0.91 -1.84
N 0.15 1.70 -1.07
N -0.79 2.39 -1.70
N -1.49 3.14 -0.83
C -0.88 2.83 0.41
C -1.34 3.51 1.76
N 0.17 1.88 0.27
C 1.06 1.25 1.28
C 0.71 -0.26 1.65
O 1.76 -1.10 1.09
C 0.73 -0.55 3.25
N 1.97 -1.17 3.74
H -2.48 -1.39 -2.01
H -2.23 -2.97 -1.09
H -2.84 -3.00 -2.85
H -0.49 -3.36 -3.43
H -0.04 -2.89 -1.74
H 0.69 -1.34 -3.90
H -0.89 -0.45 -3.45
H 1.54 -1.11 -1.52
H -0.17 -0.70 -0.92
H 1.01 1.25 -2.81
H -1.99 4.40 1.53
H -1.80 2.79 2.50
H -0.38 3.93 2.23
H 2.12 1.28 0.88
H 1.02 1.90 2.21
H -0.30 -0.62 1.28
H 1.37 -1.78 0.52
H 0.45 0.40 3.78
H -0.11 -1.29 3.45
H 2.81 -0.69 3.41
H 1.96 -2.16 3.49
*
```

Output
Kohn-Sham gap	8.20	eV
E_HOMO	-12.31	eV
LUMO level	-4.108	eV
E_tot	-758.8917	a.u.

=====

# C9H21O12V

A molecular structure, C9H21O12V in a non-equilibrium geometry (wB97M-V/def2-TZVPD, OMol25).

Geometry as ORCA input:
```
! wB97M-V def2-TZVPD RIJCOSX def2/J DEFGRID3
* xyz 0 3
V -23.99 1.94 20.61
O -22.15 1.30 20.61
H -21.30 0.97 20.96
O -23.59 3.91 20.51
H -23.50 4.84 20.80
O -25.98 1.99 20.60
H -26.93 2.19 20.60
C -22.08 -1.48 22.36
O -23.48 -1.93 22.48
C -24.45 -1.27 21.75
O -24.34 -0.21 21.08
O -25.58 -1.96 21.86
C -26.83 -1.33 21.39
H -21.67 -2.11 21.57
H -21.56 -1.72 23.28
H -21.82 -0.43 22.24
H -26.66 -0.91 20.39
H -27.18 -0.60 22.11
H -27.54 -2.15 21.30
C -25.95 0.77 24.24
O -24.89 1.56 24.75
C -24.06 2.23 23.92
O -24.05 2.12 22.69
O -23.31 3.10 24.61
C -22.15 3.79 24.09
H -25.84 -0.22 24.67
H -25.77 0.62 23.18
H -26.88 1.28 24.53
H -22.28 4.80 24.47
H -21.93 3.87 23.03
H -21.23 3.36 24.49
C -23.57 3.52 16.37
O -23.96 2.21 16.20
C -24.18 1.36 17.19
O -23.93 1.50 18.39
O -24.56 0.19 16.67
C -25.26 -0.79 17.44
H -22.53 3.68 16.68
H -24.18 4.04 17.11
H -23.78 3.85 15.36
H -25.31 -1.73 16.90
H -26.30 -0.46 17.55
H -24.80 -0.80 18.43
*
```

Output
Kohn-Sham gap (alpha / beta)	8.31 / 8.86	eV
E_HOMO (alpha / beta)	-7.69 / -8.25	eV
LUMO level (alpha / beta)	0.615 / 0.613	eV
E_tot	-2202.4052	a.u.